DFT (ωB97M-V/def2-TZVPD) results for a structure of composition C22H29AlBN4O2.

As for the LUMO energy: 2.457 eV. The energy relative to the best compared isomer or geometry (same formula, charge and spin) comes out at 0.000 eV. The total charge is -1. The total energy comes out at -40614.15054 eV. The HOMO energy comes out at -4.118 eV.

The geometry in XYZ format:
```
59
C22H29AlBN4O2, DFT ωB97M-V/def2-TZVPD
C 3.5342 1.0850 0.5025
C 3.0002 1.8028 -0.7295
O 2.2548 2.9741 -0.4409
B 1.3147 2.9038 0.6031
O 1.4833 3.9471 1.5353
Al -0.3220 1.4587 0.7681
H 4.3154 0.3780 0.2066
H 3.9818 1.8071 1.1909
H 2.7483 0.5293 1.0162
H 2.4076 1.1064 -1.3378
H 3.8481 2.1218 -1.3439
H 1.8403 3.6098 2.3616
H -0.6745 0.7300 -0.6672
H 0.1077 0.3283 1.8867
H -1.6709 2.2262 1.3144
N -1.8935 -1.9830 2.5930
C -2.7821 -1.4877 1.7380
C -3.3856 -2.2505 0.7468
C -3.0392 -3.5857 0.6317
C -2.1076 -4.1100 1.5157
C -1.5698 -3.2667 2.4771
H -2.9978 -0.4289 1.8308
H -4.0975 -1.7953 0.0705
H -3.4809 -4.2048 -0.1402
H -1.7976 -5.1455 1.4626
H -0.8360 -3.6427 3.1852
N 3.0251 3.0674 -5.0046
C 3.0560 3.7061 -3.8363
C 3.9691 4.7110 -3.5405
C 4.8961 5.0712 -4.5027
C 4.8726 4.4138 -5.7240
C 3.9200 3.4252 -5.9216
H 2.3298 3.4033 -3.0893
H 3.9397 5.1854 -2.5688
H 5.6242 5.8485 -4.3065
H 5.5763 4.6575 -6.5092
H 3.8755 2.8918 -6.8661
N -5.3202 -1.4203 -2.3342
C -4.4138 -1.2053 -3.2829
C -4.1291 -2.1229 -4.2859
C -4.8209 -3.3223 -4.3025
C -5.7650 -3.5580 -3.3146
C -5.9738 -2.5782 -2.3545
H -3.8823 -0.2618 -3.2313
H -3.3761 -1.8963 -5.0282
H -4.6240 -4.0633 -5.0670
H -6.3257 -4.4827 -3.2805
H -6.6972 -2.7335 -1.5605
N 2.0658 -1.0706 7.1875
C 0.7960 -1.2643 7.5358
C -0.2338 -1.4379 6.6225
C 0.0611 -1.4108 5.2674
C 1.3792 -1.2006 4.8920
C 2.3362 -1.0387 5.8829
H 0.5915 -1.2804 8.6021
H -1.2477 -1.5905 6.9695
H -0.7074 -1.5364 4.5132
H 1.6468 -1.1453 3.8448
H 3.3745 -0.8686 5.6167
```